Record 1
The following is a DFT calculation (wB97M-V/def2-TZVPD) of C6H8F4NO2 as an isolated structure in a non-equilibrium geometry.

The value obtained for the calculated total energy is -22806.931 eV. The calculation puts the frontier orbital gap at 7.689 eV. The molar mass comes out at 202.13 g/mol. As for the charge: -1.

```
21
Properties=species:S:1:pos:R:3:forces:R:3:nbo_charge:R:1
C 5.45786 -0.60450 0.56188 0.4 0.9 0.7 1.0196
C -0.49770 1.78073 -1.21848 -2.6 1.1 4.8 -0.6468
C -0.26632 0.69432 1.24740 0.3 1.4 -1.3 -0.6441
C -0.08326 0.60143 -0.25901 0.0 1.8 -0.8 -0.0253
C 0.63929 -0.38605 -0.70329 0.0 -0.3 -0.3 0.1741
C -2.18659 -2.01796 -0.17666 -0.2 -3.2 2.3 0.8591
N -2.75802 -1.09291 -0.58826 -0.9 3.1 -0.3 -0.7446
O 5.69351 0.43960 0.94824 0.4 2.6 0.7 -0.5188
O 5.28209 -1.66964 0.23849 -0.8 -3.5 -1.3 -0.5008
F 0.90192 -0.68260 -2.00382 0.1 0.2 0.2 -0.3549
F -2.47884 -2.75136 1.20457 1.0 1.0 -2.0 -0.5108
F -1.32975 -2.84068 -0.76019 0.4 -0.7 0.4 -0.3376
F -3.55654 0.92056 0.60872 0.7 -0.9 -0.5 -0.7482
H -0.11873 2.72588 -0.60135 -0.5 -1.7 -1.7 0.1937
H -1.71703 1.98201 -1.23123 3.2 -0.9 -0.3 0.2618
H 0.01363 1.62645 -2.12292 0.2 0.2 -1.4 0.2132
H 0.37223 0.09533 1.89021 -0.2 -0.8 -0.4 0.2044
H -1.32770 0.56974 1.35755 -0.5 0.0 1.0 0.2716
H 0.05925 1.70855 1.49980 -0.6 0.2 0.2 0.1907
H -3.14180 -0.06996 0.08113 -1.1 0.7 0.2 0.4947
H 1.04253 -1.02892 0.02720 0.7 -1.4 0.1 0.1489
```
Positions in Å, forces in eV/Å.

Record 2
The following is a DFT calculation (wB97M-V/def2-TZVPD) of a 2-piece molecular cluster, C6H15N overall in a non-equilibrium geometry.

The value obtained for the calculated total energy is -7950.284 eV. The calculation puts the frontier orbital gap at 8.374 eV. The molar mass comes out at 101.19 g/mol. For the energy relative to the best compared isomer or geometry (same formula, charge and spin), the calculation gives 126.42 kcal/mol.

```
22
Properties=species:S:1:pos:R:3:forces:R:3:nbo_charge:R:1
C -1.25769 0.26650 0.90879 -1.5 1.8 -1.9 -0.4233
C -0.76080 0.65191 -0.56232 -1.0 0.0 1.7 -0.1883
C -1.98577 0.95644 -1.42403 0.3 0.7 -0.6 -0.6257
C 0.17254 1.87150 -0.41491 0.2 -0.8 -1.2 -0.6232
C -0.74003 -1.11534 1.41072 1.2 -1.1 1.7 -0.2258
N 0.33249 -0.28590 1.53671 -0.8 -1.4 -0.3 -0.3265
C 3.14596 -1.85330 0.07257 0.7 -1.9 -1.2 -0.8797
H -1.16687 1.04363 1.67650 -0.1 0.2 -0.4 0.2771
H -2.37807 0.09378 0.78079 1.3 -0.3 0.8 0.2985
H -0.24454 -0.26664 -0.84662 0.2 0.3 -0.5 0.2140
H -1.67336 1.40352 -2.37561 0.0 -0.1 0.1 0.2152
H -2.66315 0.14517 -1.68140 0.2 -0.4 0.3 0.2109
H -2.58982 1.71758 -0.92624 0.0 0.1 0.0 0.2006
H 0.82210 2.01464 -1.28928 0.0 -0.4 0.1 0.2094
H -0.39644 2.79843 -0.41833 -0.2 0.1 0.7 0.2026
H 0.79761 1.65542 0.44912 0.0 0.7 0.0 0.2455
H -0.95615 -1.87390 0.62924 0.6 0.5 -0.3 0.1749
H -1.15982 -1.46626 2.37487 -0.5 0.2 -0.4 0.1658
H 4.18606 -1.54697 0.12157 -0.3 1.6 0.2 0.2233
H 3.02781 -2.15579 -0.97927 0.1 -0.4 0.2 0.2041
H 3.24902 -2.74651 0.69129 -0.8 -0.3 -0.1 0.2085
H 2.23892 -1.30791 0.26586 0.4 1.0 0.8 0.2423
```
Positions in Å, forces in eV/Å.

Repeat the first record exactly.
The following is a DFT calculation (wB97M-V/def2-TZVPD) of C6H8F4NO2 as an isolated structure in a non-equilibrium geometry.

The value obtained for the calculated total energy is -22806.931 eV. The calculation puts the frontier orbital gap at 7.689 eV. The molar mass comes out at 202.13 g/mol. As for the charge: -1.

```
21
Properties=species:S:1:pos:R:3:forces:R:3:nbo_charge:R:1
C 5.45786 -0.60450 0.56188 0.4 0.9 0.7 1.0196
C -0.49770 1.78073 -1.21848 -2.6 1.1 4.8 -0.6468
C -0.26632 0.69432 1.24740 0.3 1.4 -1.3 -0.6441
C -0.08326 0.60143 -0.25901 0.0 1.8 -0.8 -0.0253
C 0.63929 -0.38605 -0.70329 0.0 -0.3 -0.3 0.1741
C -2.18659 -2.01796 -0.17666 -0.2 -3.2 2.3 0.8591
N -2.75802 -1.09291 -0.58826 -0.9 3.1 -0.3 -0.7446
O 5.69351 0.43960 0.94824 0.4 2.6 0.7 -0.5188
O 5.28209 -1.66964 0.23849 -0.8 -3.5 -1.3 -0.5008
F 0.90192 -0.68260 -2.00382 0.1 0.2 0.2 -0.3549
F -2.47884 -2.75136 1.20457 1.0 1.0 -2.0 -0.5108
F -1.32975 -2.84068 -0.76019 0.4 -0.7 0.4 -0.3376
F -3.55654 0.92056 0.60872 0.7 -0.9 -0.5 -0.7482
H -0.11873 2.72588 -0.60135 -0.5 -1.7 -1.7 0.1937
H -1.71703 1.98201 -1.23123 3.2 -0.9 -0.3 0.2618
H 0.01363 1.62645 -2.12292 0.2 0.2 -1.4 0.2132
H 0.37223 0.09533 1.89021 -0.2 -0.8 -0.4 0.2044
H -1.32770 0.56974 1.35755 -0.5 0.0 1.0 0.2716
H 0.05925 1.70855 1.49980 -0.6 0.2 0.2 0.1907
H -3.14180 -0.06996 0.08113 -1.1 0.7 0.2 0.4947
H 1.04253 -1.02892 0.02720 0.7 -1.4 0.1 0.1489
```
Positions in Å, forces in eV/Å.